Entry 1:
{
  "formula": "C20H47F6HfO26S5",
  "method": "ωB97M-V/def2-TZVPD",
  "species": ["Hf", "C", "F", "F", "F", "S", "O", "O", "O", "C", "F", "F", "F", "S", "O", "O", "O", "C", "C", "C", "O", "H", "H", "H", "H", "H", "H", "H", "O", "S", "O", "O", "C", "C", "C", "H", "H", "H", "H", "H", "H", "H", "H", "O", "S", "O", "O", "C", "C", "C", "H", "H", "H", "H", "H", "H", "H", "H", "O", "S", "O", "O", "C", "C", "C", "H", "H", "H", "H", "H", "H", "H", "H", "O", "H", "H", "O", "H", "H", "O", "H", "H", "O", "H", "H", "C", "C", "O", "C", "O", "O", "H", "H", "H", "H", "C", "C", "O", "C", "O", "O", "H", "H", "H", "H"],
  "coordinates": [[-3.694, -0.324, 2.751], [-4.833, 0.770, -1.623], [-4.523, 1.552, -2.635], [-6.028, 0.183, -1.759], [-3.858, -0.190, -1.575], [-4.800, 1.828, -0.070], [-4.259, 0.930, 1.001], [-3.900, 2.901, -0.378], [-6.154, 2.218, 0.172], [0.221, 0.215, 5.080], [0.769, 0.018, 3.885], [1.125, 0.096, 6.000], [-0.274, 1.428, 5.163], [-1.111, -1.065, 5.381], [-0.508, -2.312, 5.019], [-1.550, -0.894, 6.723], [-2.166, -0.709, 4.360], [0.354, -0.902, 1.056], [-0.575, 0.290, 1.058], [-0.728, 0.763, -0.381], [-1.775, -0.072, 1.668], [0.675, -1.247, 2.038], [1.283, -0.767, 0.486], [-0.070, -1.746, 0.498], [-0.129, 1.133, 1.597], [0.218, 1.211, -0.693], [-1.490, 1.549, -0.428], [-1.000, -0.003, -1.109], [0.368, 2.060, -7.436], [0.358, 1.887, -6.026], [1.444, 2.421, -5.261], [-1.037, 2.435, -5.410], [-0.974, 3.452, -4.420], [-1.425, 2.949, -3.069], [0.152, 0.151, -5.615], [-1.579, 4.323, -4.702], [0.009, 3.927, -4.345], [-1.309, 3.639, -2.234], [-0.859, 2.037, -2.832], [-2.455, 2.585, -3.047], [-0.898, -0.108, -5.683], [0.575, -0.023, -4.628], [0.743, -0.402, -6.343], [0.528, 5.358, 1.962], [1.821, 5.011, 2.473], [2.816, 6.027, 2.496], [1.524, 4.416, 3.938], [2.649, 4.336, 4.839], [2.722, 5.555, 5.746], [2.463, 3.542, 1.642], [3.606, 4.184, 4.321], [2.573, 3.435, 5.452], [1.995, 5.432, 6.547], [2.611, 6.511, 5.239], [3.716, 5.628, 6.199], [1.854, 2.710, 1.965], [3.492, 3.511, 1.995], [2.459, 3.829, 0.594], [0.067, -3.469, -2.159], [-1.054, -4.250, -1.740], [-2.014, -3.748, -0.785], [-1.858, -4.716, -3.026], [-2.481, -3.659, -3.850], [-1.756, -3.669, -5.185], [-0.504, -5.848, -1.161], [-2.362, -2.701, -3.346], [-3.512, -3.958, -4.007], [-1.700, -4.653, -5.640], [-0.725, -3.304, -5.166], [-2.260, -2.916, -5.808], [0.025, -5.709, -0.224], [0.124, -6.257, -1.948], [-1.408, -6.444, -1.077], [-3.707, -1.617, 0.775], [-4.252, -2.409, 0.586], [-3.050, -1.566, 0.041], [-2.118, 3.648, 1.947], [-1.289, 4.165, 1.905], [-2.216, 3.243, 1.064], [-0.237, -4.016, 2.489], [-0.736, -3.515, 1.829], [-0.034, -3.371, 3.189], [-2.841, 1.697, 3.595], [-2.530, 2.551, 3.110], [-2.646, 1.819, 4.543], [2.938, -3.887, 0.778], [3.125, -4.462, -0.648], [3.407, -5.826, -0.345], [3.421, -6.089, 0.964], [3.724, -7.111, 1.445], [3.167, -4.953, 1.673], [2.026, -3.319, 0.954], [3.747, -3.155, 0.906], [3.935, -3.986, -1.191], [2.218, -4.367, -1.240], [3.679, 0.761, -0.193], [3.218, 1.267, -1.579], [3.005, 0.051, -2.301], [3.373, -1.029, -1.586], [3.333, -2.131, -1.967], [3.825, -0.640, -0.367], [2.916, 0.894, 0.589], [4.554, 1.287, 0.194], [3.974, 1.805, -2.151], [2.326, 1.890, -1.530]],
  "gap_ev": 5.16,
  "e_above_lowest_ev": 0.000,
  "charge": 1,
  "homo_ev": -12.25
}



Entry 2:
{
  "formula": "C28H42F12Mg2N14P2",
  "method": "ωB97M-V/def2-TZVPD",
  "species": ["Mg", "Mg", "P", "F", "F", "F", "F", "F", "F", "P", "F", "F", "F", "F", "F", "F", "C", "C", "N", "H", "H", "H", "C", "C", "N", "H", "H", "H", "C", "C", "N", "H", "H", "H", "C", "C", "N", "H", "H", "H", "C", "C", "N", "H", "H", "H", "C", "C", "N", "H", "H", "H", "C", "C", "N", "H", "H", "H", "C", "C", "N", "H", "H", "H", "C", "C", "N", "H", "H", "H", "C", "C", "N", "H", "H", "H", "C", "C", "N", "H", "H", "H", "C", "C", "N", "H", "H", "H", "C", "C", "N", "H", "H", "H", "C", "C", "N", "H", "H", "H"],
  "coordinates": [[3.471, -1.885, -3.033], [-2.677, 4.646, 0.651], [-0.187, 0.205, 0.228], [-0.631, 0.769, 1.711], [-1.642, 0.682, -0.417], [0.487, 1.693, -0.221], [0.162, -0.413, -1.277], [1.226, -0.441, 0.721], [-0.911, -1.207, 0.555], [6.241, -3.191, -1.322], [5.067, -2.894, -2.413], [5.628, -1.915, -0.442], [5.200, -4.115, -0.531], [7.370, -3.433, -0.146], [6.689, -4.514, -2.242], [7.256, -2.230, -2.212], [2.663, 6.002, -2.181], [1.378, 5.398, -1.819], [0.297, 4.974, -1.582], [2.424, 7.062, -2.102], [2.883, 5.748, -3.218], [3.568, 5.889, -1.584], [-4.974, -0.025, -0.920], [-5.346, 1.338, -1.343], [-5.637, 2.370, -1.642], [-5.151, -0.782, -1.683], [-5.693, -0.312, -0.152], [-3.912, 0.034, -0.681], [-6.744, -2.622, 2.825], [-5.621, -2.914, 1.970], [-4.706, -3.006, 1.230], [-6.473, -1.721, 3.375], [-6.895, -3.437, 3.533], [-7.656, -2.484, 2.245], [-1.354, 2.236, -7.820], [-0.579, 1.704, -6.774], [0.057, 1.279, -5.930], [-1.524, 3.312, -7.776], [-2.271, 1.647, -7.814], [-0.820, 2.035, -8.749], [-0.659, 1.154, 6.590], [0.437, 1.446, 5.611], [1.335, 1.622, 4.936], [-0.771, 2.087, 7.142], [-0.384, 0.407, 7.334], [-1.607, 0.899, 6.117], [1.686, -4.460, 0.422], [2.055, -3.549, -0.679], [2.357, -2.855, -1.532], [1.740, -5.477, 0.033], [0.616, -4.271, 0.515], [2.212, -4.333, 1.368], [-0.926, -1.935, -4.387], [0.442, -1.521, -4.116], [1.569, -1.261, -3.967], [-1.102, -2.974, -4.666], [-1.442, -1.318, -5.122], [-1.481, -1.674, -3.485], [-3.422, 0.716, 3.325], [-3.212, 1.904, 2.472], [-3.147, 2.847, 1.879], [-3.360, -0.260, 2.845], [-4.401, 0.920, 3.761], [-2.629, 0.710, 4.073], [1.834, 3.760, 1.998], [0.473, 4.118, 1.605], [-0.574, 4.465, 1.244], [1.838, 2.675, 2.100], [2.016, 4.054, 3.031], [2.593, 4.156, 1.324], [-2.165, -3.965, -0.613], [-1.832, -5.390, -0.179], [-1.422, -6.447, 0.093], [-2.514, -3.142, 0.009], [-2.859, -4.105, -1.442], [-1.251, -3.611, -1.091], [3.972, 1.778, -0.125], [3.784, 0.644, -1.019], [3.625, -0.226, -1.783], [5.004, 2.018, 0.129], [3.440, 1.467, 0.774], [3.572, 2.683, -0.582], [-0.115, -1.986, 3.629], [1.140, -2.721, 3.686], [2.092, -3.338, 3.678], [0.075, -1.067, 3.076], [-0.401, -1.600, 4.607], [-0.904, -2.515, 3.094], [-1.635, 2.293, -3.190], [-2.174, 3.042, -2.032], [-2.600, 3.544, -1.056], [-2.285, 1.462, -3.463], [-0.636, 1.994, -2.873], [-1.486, 2.867, -4.104], [3.293, -0.173, 3.068], [4.754, -0.283, 2.921], [5.889, -0.295, 2.724], [2.856, -0.931, 2.419], [2.983, 0.820, 2.742], [3.051, -0.350, 4.116]],
  "gap_ev": 7.22,
  "charge": 2,
  "homo_ev": -14.52
}



Entry 3:
{
  "formula": "C22H14F15GeMoN3S2Sb",
  "method": "ωB97M-V/def2-TZVPD",
  "species": ["Mo", "N", "N", "C", "N", "S", "H", "H", "H", "H", "H", "C", "Sb", "C", "C", "H", "H", "H", "H", "H", "H", "H", "H", "H", "F", "C", "C", "C", "F", "C", "F", "C", "F", "C", "F", "Ge", "S", "C", "C", "F", "C", "F", "C", "F", "C", "F", "C", "F", "C", "C", "F", "C", "F", "C", "F", "C", "F", "C", "F"],
  "coordinates": [[-0.346, -0.137, -0.468], [-0.465, -1.699, 1.255], [0.428, -1.573, 2.323], [1.363, -0.621, 2.303], [2.249, -0.501, 3.249], [1.385, 0.502, 0.958], [-1.427, -1.616, 1.593], [-0.392, -2.633, 0.847], [0.352, -2.232, 3.088], [2.312, -1.132, 4.041], [2.914, 0.261, 3.228], [1.063, 3.503, -2.216], [0.844, 1.397, -2.427], [-0.104, 1.108, -4.311], [2.814, 0.631, -2.671], [1.456, 3.878, -3.160], [1.769, 3.712, -1.415], [0.102, 3.967, -2.008], [0.560, 1.494, -5.084], [-1.041, 1.663, -4.328], [-0.288, 0.048, -4.474], [3.135, 0.818, -3.695], [2.833, -0.438, -2.473], [3.482, 1.149, -1.985], [-3.048, -2.474, 0.364], [-4.162, -3.113, -0.098], [-4.718, -2.722, -1.296], [-5.841, -3.394, -1.751], [-6.360, -2.971, -2.914], [-6.412, -4.431, -1.039], [-7.481, -5.052, -1.482], [-5.828, -4.807, 0.172], [-6.348, -5.787, 0.866], [-4.698, -4.147, 0.644], [-4.129, -4.498, 1.788], [-4.161, -1.317, -2.536], [-2.170, -0.494, -1.542], [-3.435, -2.105, -4.161], [-2.437, -3.060, -4.041], [-1.930, -3.292, -2.810], [-1.960, -3.749, -5.135], [-0.999, -4.648, -5.004], [-2.510, -3.474, -6.386], [-2.069, -4.117, -7.437], [-3.516, -2.521, -6.534], [-4.026, -2.280, -7.722], [-3.966, -1.839, -5.415], [-4.930, -0.928, -5.519], [-5.226, 0.296, -2.623], [-6.456, 0.420, -1.992], [-6.885, -0.575, -1.214], [-7.235, 1.550, -2.171], [-8.409, 1.656, -1.586], [-6.757, 2.578, -2.983], [-7.480, 3.652, -3.160], [-5.507, 2.486, -3.597], [-5.047, 3.481, -4.334], [-4.763, 1.343, -3.405], [-3.530, 1.217, -3.946]],
  "gap_ev": [4.74, 5.44],
  "s2": 2.144,
  "charge": 3,
  "spin_multiplicity": 3,
  "homo_ev": [-16.69, -16.69]
}



Entry 4:
{
  "formula": "C14H30N4O3",
  "method": "ωB97M-V/def2-TZVPD",
  "species": ["C", "C", "N", "H", "H", "H", "C", "C", "N", "H", "H", "H", "C", "C", "N", "H", "H", "H", "C", "C", "N", "H", "H", "H", "C", "C", "O", "H", "H", "H", "H", "H", "H", "C", "C", "O", "H", "H", "H", "H", "H", "H", "C", "C", "O", "H", "H", "H", "H", "H", "H"],
  "coordinates": [[1.060, -21.524, -12.250], [0.484, -22.829, -12.497], [-0.015, -23.840, -12.700], [1.614, -21.540, -11.311], [0.295, -20.754, -12.227], [1.779, -21.282, -13.035], [-4.280, -19.133, -11.733], [-3.085, -19.955, -11.954], [-2.189, -20.639, -12.150], [-4.141, -18.564, -10.815], [-5.117, -19.814, -11.594], [-4.431, -18.465, -12.574], [-2.439, -23.446, -15.028], [-3.574, -22.552, -15.236], [-4.468, -21.857, -15.403], [-2.725, -24.197, -14.293], [-1.575, -22.890, -14.686], [-2.254, -23.974, -15.963], [-1.110, -26.641, -10.827], [-2.219, -25.701, -10.828], [-3.101, -24.969, -10.811], [-1.452, -27.574, -11.276], [-0.841, -26.882, -9.799], [-0.255, -26.225, -11.350], [-1.518, -19.074, -15.722], [-0.284, -18.991, -14.832], [0.915, -18.896, -15.624], [-2.443, -18.975, -15.156], [-1.473, -19.986, -16.311], [-1.497, -18.198, -16.379], [-0.237, -19.911, -14.241], [-0.286, -18.107, -14.203], [1.122, -19.766, -15.976], [3.658, -23.883, -13.152], [4.719, -22.781, -13.201], [5.070, -22.463, -14.538], [3.084, -23.806, -12.229], [4.062, -24.884, -13.291], [2.979, -23.709, -13.991], [5.591, -23.077, -12.616], [4.289, -21.871, -12.779], [5.944, -22.806, -14.733], [1.559, -18.925, -9.496], [0.924, -19.869, -8.485], [1.288, -19.565, -7.153], [2.647, -18.982, -9.490], [1.247, -17.889, -9.325], [1.224, -19.125, -10.518], [1.268, -20.886, -8.675], [-0.164, -19.864, -8.622], [1.153, -18.623, -7.009]],
  "smiles": "CC#N.CC#N.CC#N.CC#N.CCO.CCO.CCO",
  "gap_ev": 10.76,
  "e_above_lowest_ev": 0.000,
  "charge": 0,
  "homo_ev": -10.28
}



Entry 5:
{
  "formula": "C4H13NO2",
  "method": "ωB97M-V/def2-TZVPD",
  "species": ["C", "C", "C", "N", "C", "H", "H", "H", "H", "H", "H", "H", "H", "H", "O", "H", "H", "O", "H", "H"],
  "coordinates": [[1.092, -0.546, 1.700], [1.093, 0.051, 0.413], [2.243, -0.262, -0.451], [0.201, 1.053, -0.039], [-0.007, 1.403, -1.506], [2.042, -0.989, 2.121], [0.218, -0.521, 2.353], [2.172, -1.361, -0.673], [2.233, 0.214, -1.419], [3.192, -0.023, -0.055], [-0.363, 1.506, 0.685], [0.895, 1.676, -2.054], [-0.179, 0.369, -1.883], [-0.822, 2.110, -1.807], [-2.755, 0.426, 0.037], [-2.056, -0.035, 0.524], [-3.017, -0.246, -0.598], [-1.091, -1.667, 0.107], [-0.073, -1.585, 0.335], [-1.410, -2.435, 0.663]],
  "smiles": "C=C(C)NC.O.O",
  "gap_ev": 8.73,
  "e_above_lowest_ev": 2.079,
  "charge": 0,
  "homo_ev": -7.95
}



Entry 6:
{
  "formula": "C4H7NO3S2",
  "method": "ωB97M-V/def2-TZVPD",
  "species": ["C", "C", "C", "C", "N", "O", "O", "O", "S", "S", "H", "H", "H", "H", "H", "H", "H"],
  "coordinates": [[-0.475, -1.317, 0.365], [0.047, -0.142, -0.255], [2.772, -0.895, -0.433], [-1.124, 2.198, 0.437], [-1.831, -1.333, 0.698], [-2.450, -2.369, 0.902], [-2.466, -0.263, 0.535], [-0.534, 1.585, -1.978], [1.548, 0.283, -1.057], [-1.228, 0.901, -0.877], [0.054, -2.072, 0.790], [3.655, -0.566, -0.908], [2.356, -1.913, -0.820], [2.913, -1.156, 0.588], [-0.386, 2.924, 0.041], [-0.764, 1.494, 1.322], [-2.087, 2.641, 0.650]],
  "gap_ev": 7.67,
  "e_above_lowest_ev": 5.513,
  "charge": 0,
  "homo_ev": -8.82
}



Entry 7:
{
  "formula": "C7H10",
  "method": "ωB97M-V/def2-TZVPD",
  "species": ["C", "C", "C", "C", "C", "C", "C", "H", "H", "H", "H", "H", "H", "H", "H", "H", "H"],
  "coordinates": [[2.207, 0.261, 1.856], [1.943, 0.181, 0.684], [1.385, -0.058, -0.657], [0.148, -0.911, -0.412], [-1.154, -0.920, -1.166], [-1.080, -0.304, 0.206], [-1.238, 1.198, 0.306], [2.419, 0.321, 2.901], [1.155, 0.892, -1.151], [2.111, -0.576, -1.295], [0.425, -1.881, -0.005], [-1.639, -1.886, -1.281], [-1.321, -0.236, -1.994], [-1.503, -0.857, 1.042], [-2.299, 1.470, 0.267], [-0.811, 1.598, 1.232], [-0.748, 1.708, -0.532]],
  "smiles": "C#CC[C@@H]1C[C@@H]1C",
  "gap_ev": 10.93,
  "e_above_lowest_ev": 2.609,
  "charge": 0,
  "homo_ev": -9.81
}



Entry 8:
{
  "formula": "C3H4N3O2",
  "method": "ωB97M-V/def2-TZVPD",
  "species": ["C", "C", "C", "N", "N", "N", "O", "O", "H", "H", "H", "H"],
  "coordinates": [[-0.766, -0.978, -0.347], [1.388, -0.071, -0.547], [-1.842, 0.223, -0.034], [0.487, -0.837, -0.279], [-1.266, 1.509, -0.243], [2.643, 0.076, 0.014], [3.086, 1.147, 0.429], [3.181, -1.066, 0.093], [-1.103, -2.006, -0.368], [-2.823, 0.124, -0.496], [-2.091, 0.015, 1.042], [-0.893, 1.864, 0.736]],
  "gap_ev": [6.60, 6.60],
  "e_above_lowest_ev": 7.803,
  "charge": -1,
  "homo_ev": [-2.71, -2.71]
}



Entry 9:
{
  "formula": "C10H10O",
  "method": "ωB97M-V/def2-TZVPD",
  "species": ["C", "C", "C", "C", "C", "C", "C", "C", "C", "C", "O", "H", "H", "H", "H", "H", "H", "H", "H", "H", "H"],
  "coordinates": [[3.143, 0.079, 0.015], [2.455, 1.247, -0.232], [2.485, -1.123, 0.037], [1.108, 1.235, -0.394], [1.114, -1.197, 0.084], [0.414, 0.015, -0.144], [-1.877, -1.824, -0.942], [-1.577, -1.337, 0.224], [-1.021, 0.018, -0.027], [-2.936, 1.224, 0.538], [-1.801, 1.049, -0.347], [4.290, 0.261, 0.048], [3.085, 2.178, -0.444], [2.998, -2.016, 0.376], [0.405, 2.141, -0.494], [0.639, -2.189, 0.064], [-1.738, -1.574, -1.967], [-1.642, -2.018, 1.149], [-3.116, 0.232, 0.934], [-3.654, 1.825, 0.065], [-2.773, 1.775, 1.455]],
  "gap_ev": [8.12, 6.84],
  "e_above_lowest_ev": 6.242,
  "charge": 0,
  "homo_ev": [-8.15, -6.77]
}



Entry 10:
{
  "formula": "C4H12FN3O",
  "method": "ωB97M-V/def2-TZVPD",
  "species": ["N", "C", "N", "N", "C", "C", "C", "O", "H", "H", "H", "H", "H", "H", "H", "H", "H", "H", "H", "H", "F"],
  "coordinates": [[1.885, -1.421, 1.059], [1.674, -0.483, 0.023], [2.381, 0.607, -0.182], [0.624, -0.770, -0.933], [-0.408, 0.300, -0.938], [-1.315, 0.232, 0.377], [-2.845, 0.533, 0.109], [-3.432, -0.370, -0.839], [1.057, -1.577, 1.634], [2.719, -1.207, 1.613], [2.529, 1.367, 0.479], [2.878, 0.679, -1.078], [0.192, -1.661, -0.677], [0.046, 1.333, -0.965], [-1.016, 0.222, -1.889], [-1.231, -0.804, 0.816], [-0.961, 1.009, 1.118], [-3.018, 1.578, -0.275], [-3.409, 0.452, 1.084], [-2.907, -1.183, -0.910], [4.556, 1.164, 0.375]],
  "gap_ev": 7.25,
  "e_above_lowest_ev": 1.030,
  "charge": 0,
  "homo_ev": -7.68
}



| no. | electronic energy (Ha) | F_max (eV/Å) |
| --- | --- | --- |
| 1 | -5384.390760 | 12.0 |
| 2 | -4139.958166 | 5.2 |
| 3 | -5689.594626 | 1.8 |
| 4 | -996.100891 | 1.1 |
| 5 | -365.366068 | 3.2 |
| 6 | -1233.247355 | 4.5 |
| 7 | -272.622102 | 0.4 |
| 8 | -431.227486 | 4.2 |
| 9 | -462.079591 | 3.2 |
| 10 | -498.871889 | 2.9 |